Density functional theory data (wB97M-V/def2-TZVPD) for a cluster of 2 separate species, CH4N2OS in total at a distorted geometry.

Summary:
Orbital gap (eV): 8.72
ΔE to the lowest compared entry with this formula, charge and spin (kJ/mol): 564.05

```
9
Properties=species:S:1:pos:R:3:lowdin_charge:R:1
C -2.9321 0.6996 -0.4774 -0.58
N 0.7142 -0.4467 0.6739 -0.05
N -0.0529 0.5147 -0.0224 -0.19
O -0.4736 -0.0119 -1.3351 -0.17
S -3.7278 -0.3667 0.2608 0.66
H -0.1889 0.5361 -2.0906 0.09
H 0.1508 -1.1813 1.1426 0.08
H 1.4963 -0.7864 0.0385 0.10
H -0.7464 0.6434 0.7363 0.07
```